Molecular formula: C9H46NO15Pd
Method: DFT, the ωB97M-V functional and the def2-TZVPD basis

Geometry (Å):
Pd (13.5773, 1.7150, -23.1151)
C (13.5268, 0.5544, -26.5987)
C (14.8998, 1.1339, -26.8028)
C (14.7874, 2.2368, -27.9245)
C (15.9282, 3.1831, -28.0628)
C (16.2815, 3.8247, -26.6813)
C (16.6129, 2.7917, -25.5606)
N (15.4652, 1.7298, -25.5081)
O (15.3634, 0.8773, -24.3180)
C (16.5862, 3.6414, -24.2681)
C (18.0013, 2.1872, -25.8831)
C (15.8827, 0.0386, -27.2670)
H (13.5767, -0.4901, -26.2911)
H (12.9573, 0.5207, -27.5275)
H (12.9868, 1.1035, -25.8272)
H (13.8417, 2.7675, -27.8143)
H (14.5961, 1.8602, -28.9293)
H (15.6019, 3.9561, -28.7586)
H (16.8411, 2.6912, -28.3985)
H (15.5808, 4.5936, -26.3558)
H (17.0831, 4.4519, -27.0715)
H (15.5230, 3.7379, -24.0482)
H (16.9354, 4.6738, -24.2547)
H (17.0458, 3.0612, -23.4679)
H (18.7845, 2.9321, -25.7422)
H (18.1469, 1.7818, -26.8844)
H (18.2905, 1.3518, -25.2455)
H (15.3557, -0.7010, -27.8697)
H (16.1856, -0.5916, -26.4308)
H (16.6700, 0.5916, -27.7793)
O (12.1134, 0.0573, -23.3728)
H (11.2152, 0.2871, -23.6107)
H (12.1057, -0.8971, -23.2999)
O (19.9335, -0.3621, -29.0643)
H (19.6766, -1.2794, -28.9703)
H (19.8184, 0.0101, -28.1899)
O (12.4312, -1.7292, -28.2356)
H (12.6710, -2.6199, -27.9801)
H (13.2430, -1.3489, -28.5710)
O (21.6282, 2.0411, -27.3144)
H (21.2435, 2.7426, -26.7888)
H (22.5258, 2.3296, -27.4796)
O (21.2453, 3.7628, -24.8756)
H (21.0757, 4.6377, -25.2248)
H (20.8859, 3.7845, -23.9887)
O (17.6904, -1.0720, -24.2324)
H (16.9087, -0.5260, -24.3167)
H (18.4029, -0.4500, -24.0849)
O (15.9860, -0.7181, -30.5324)
H (16.6223, -1.2213, -31.0404)
H (16.4780, -0.4063, -29.7728)
O (19.6670, 3.6101, -29.5555)
H (19.2162, 4.2183, -28.9698)
H (20.2857, 3.1471, -28.9907)
O (14.0421, 7.0406, -29.0021)
H (13.4175, 6.6946, -29.6396)
H (14.8349, 6.5214, -29.1368)
O (12.7627, 3.1478, -24.5910)
H (11.8213, 3.2931, -24.4969)
H (12.9391, 3.3097, -25.5178)
O (19.3898, 4.1635, -22.5490)
H (19.5640, 5.1014, -22.4692)
H (18.5389, 4.1137, -22.9846)
O (12.4807, 5.1771, -26.9326)
H (13.0637, 5.6921, -27.4903)
H (12.0596, 5.8225, -26.3648)
O (14.4592, 3.3258, -21.9352)
H (15.2829, 3.5777, -21.5178)
H (13.8676, 4.0575, -21.7595)
O (14.5772, -3.9857, -27.4165)
H (15.4368, -3.5694, -27.4803)
H (14.4954, -4.2274, -26.4940)

Forces on the atoms, in the same order (eV/Å):
1.0 -0.8 -0.9
-0.2 -0.7 0.9
0.1 0.6 -0.9
-0.7 -0.3 0.2
-0.2 0.4 1.8
-0.5 -0.2 -2.0
0.4 1.6 -0.9
0.7 -1.2 1.1
-0.6 3.0 -2.5
-1.0 -1.6 0.5
0.2 -0.9 0.4
-0.3 0.1 0.6
0.0 0.1 0.2
0.1 0.4 0.1
-0.2 0.0 -0.3
-0.1 0.4 0.7
0.2 -1.2 0.2
0.5 0.0 -0.1
-0.1 0.1 -0.5
-0.6 -0.4 0.1
1.0 -0.2 1.3
0.0 0.1 0.3
0.5 -0.3 -0.8
0.0 0.1 0.2
-0.2 0.3 0.1
-0.4 0.3 -0.1
-0.3 0.1 0.3
-0.1 0.5 -0.6
0.6 0.4 0.1
0.3 -0.9 0.0
0.2 0.7 0.0
-0.5 0.2 -0.2
0.5 -0.6 0.1
-0.4 0.2 -0.2
0.1 -0.3 0.0
0.3 0.2 0.3
-0.3 0.4 0.2
0.2 -0.5 -0.1
0.2 -0.2 -0.4
-0.6 -0.1 -0.5
0.1 0.1 0.6
0.3 0.0 -0.1
-0.1 -0.2 -0.6
0.2 0.4 0.0
-0.2 -0.1 0.5
-0.1 -0.2 -0.2
-0.3 0.2 0.1
0.4 0.0 0.2
-0.4 0.1 0.3
0.2 -0.1 -0.3
0.3 0.1 0.0
-0.4 0.0 -0.1
0.0 0.3 0.0
0.5 -0.4 0.2
-0.2 -0.3 0.7
-0.2 0.1 -0.4
0.4 0.0 -0.2
0.0 -0.2 1.3
-0.6 0.2 0.0
0.4 0.3 -1.0
0.1 -0.2 0.0
0.2 0.4 0.2
0.0 0.0 -0.1
0.0 -0.9 0.6
0.4 0.5 -0.5
-0.2 0.3 0.0
-0.5 -0.1 -0.1
0.7 -0.3 0.1
-0.4 0.4 0.1
-0.4 0.3 -0.1
0.3 0.0 -0.1
0.0 -0.3 0.3

Values from the calculation:
2S+1 = 4
Net charge = +2
Frontier orbital gap (alpha / beta) = 7.9 / 4.2 eV
⟨S²⟩ = 3.76
HOMO energy (alpha / beta) = -15.20 / -15.20 eV
LUMO energy (alpha / beta) = -7.31 / -10.98 eV